Molecular formula: C61H50ClFLaNO6P3Si
Method: DFT, the ωB97M-V functional and the def2-TZVPD basis

XYZ file:
```
125
Properties=species:S:1:pos:R:3:mulliken_charge:R:1
La -0.266 0.067 1.558 2.453
C 3.723 -4.540 2.910 -0.586
C 3.481 -5.425 1.866 -0.561
C 2.996 -4.923 0.671 -0.570
C 2.671 -3.600 0.483 0.277
C 2.975 -2.675 1.558 -0.253
C 3.563 -3.187 2.693 -0.952
P 1.881 -2.847 -0.990 1.700
C 1.856 -4.171 -2.182 0.447
C 0.832 -5.087 -1.965 -0.611
C 0.464 -6.083 -2.910 -0.703
C 1.156 -6.046 -4.134 -0.601
C 2.037 -5.053 -4.430 -0.597
C 2.456 -4.124 -3.468 -0.803
C 3.201 -1.635 -1.497 0.203
C 4.528 -2.046 -1.557 0.189
C 5.630 -1.171 -1.790 -1.146
C 5.282 0.147 -1.914 -0.737
C 3.946 0.650 -1.875 -0.882
C 2.917 -0.250 -1.640 -0.022
Si 1.085 0.390 -1.305 0.082
C 1.127 2.247 -1.932 -0.477
C 1.658 2.407 -3.163 0.446
C 2.191 3.670 -3.591 -0.614
C 2.118 4.772 -2.749 -1.037
C 1.389 4.657 -1.547 -0.133
C 0.935 3.407 -1.096 -0.393
P 0.210 3.139 0.555 1.099
C 1.583 3.959 1.535 1.120
C 2.505 3.142 2.069 -0.321
C 3.550 3.658 2.914 -0.897
C 3.627 5.069 3.061 -0.676
C 2.626 5.911 2.435 -0.871
C 1.590 5.338 1.697 -0.440
C -1.140 4.464 0.637 0.555
C -1.697 5.067 -0.475 -0.514
C -2.637 6.068 -0.340 -1.024
C -3.162 6.363 0.877 -0.480
C -2.634 5.807 2.026 -0.895
C -1.638 4.844 1.901 -0.849
C 0.202 -0.480 -2.753 0.352
C 0.899 -0.853 -3.905 0.778
C 0.282 -1.294 -5.045 -1.075
C -1.061 -1.494 -5.072 -0.782
C -1.839 -1.327 -3.896 -0.685
C -1.151 -0.811 -2.730 0.134
P -2.106 -0.385 -1.232 1.067
C -2.969 1.112 -1.779 0.547
C -3.786 1.845 -0.844 -0.533
C -4.465 3.058 -1.136 -0.786
C -4.395 3.546 -2.440 -0.560
C -3.640 2.894 -3.335 -0.692
C -2.915 1.711 -3.048 -0.268
C -3.405 -1.723 -0.998 0.640
C -4.734 -1.612 -1.422 -0.799
C -5.527 -2.681 -1.203 -0.473
C -5.129 -3.770 -0.424 -0.750
C -3.820 -3.853 -0.009 -0.987
C -2.900 -2.842 -0.412 -0.519
H 4.138 -5.014 3.795 0.382
H 3.578 -6.505 1.974 0.374
H 2.843 -5.633 -0.151 0.249
H 2.650 -1.634 1.570 0.346
H 3.580 -2.530 3.544 0.485
H 0.339 -5.067 -0.967 0.335
H -0.341 -6.717 -2.632 0.484
H 0.842 -6.725 -4.914 0.328
H 2.532 -5.015 -5.394 0.398
H 3.064 -3.262 -3.717 0.374
H 4.735 -3.126 -1.517 0.332
H 6.621 -1.608 -1.823 0.396
H 6.072 0.824 -2.185 0.369
H 3.761 1.679 -2.017 0.545
H 1.796 1.493 -3.879 -0.111
H 2.750 3.615 -4.516 0.393
H 2.567 5.733 -2.963 0.409
H 1.412 5.438 -0.832 0.470
H 2.494 2.050 1.880 0.083
H 4.305 2.947 3.200 0.470
H 4.393 5.552 3.638 0.406
H 2.738 7.004 2.587 0.351
H 0.750 5.930 1.296 0.279
H -1.275 4.720 -1.397 0.637
H -3.093 6.525 -1.162 0.416
H -4.023 7.030 1.041 0.273
H -3.010 6.167 2.968 0.397
H -1.233 4.401 2.783 0.895
H 2.025 -0.777 -3.887 0.299
H 0.754 -1.388 -6.003 0.420
H -1.519 -1.676 -6.056 0.315
H -2.920 -1.557 -3.923 0.422
H -3.907 1.381 0.156 0.075
H -5.097 3.501 -0.400 0.464
H -4.995 4.446 -2.686 0.325
H -3.578 3.351 -4.313 0.334
H -2.337 1.267 -3.868 0.188
H -5.042 -0.732 -1.969 0.477
H -6.515 -2.687 -1.616 0.421
H -5.894 -4.495 -0.244 0.433
H -3.499 -4.696 0.522 0.777
H -1.902 -2.839 -0.062 0.253
O -3.164 -3.004 3.548 -0.552
C -2.460 -1.904 3.433 -0.093
O -2.369 -1.323 2.382 -0.188
C -1.550 -1.575 4.536 0.355
C -1.634 -2.199 5.755 -0.724
C -0.672 -1.912 6.732 -0.506
C 0.402 -1.050 6.334 -0.577
C 0.429 -0.536 5.044 -0.055
N -0.581 -0.743 4.133 0.491
C 1.596 0.345 4.480 0.230
O 2.536 0.490 5.232 -0.729
O 1.472 0.569 3.217 0.184
H -3.713 -3.129 2.749 0.332
H -2.395 -2.994 5.931 0.417
H -0.637 -2.427 7.698 0.394
H 1.269 -0.816 6.980 0.476
O -4.102 3.879 4.070 -0.600
H -4.218 3.537 4.942 0.257
H -3.525 3.278 3.597 0.278
O -0.792 -4.381 2.105 -0.614
H -0.362 -3.599 1.788 -0.067
H -0.068 -4.937 2.395 0.306
Cl -2.438 1.728 2.426 -0.561
F 0.262 -2.091 1.419 0.048
```

## Properties
* total charge: -1
* DFT total energy: -129694.9810 eV
* relative energy (zero: lowest compared OMol25 entry of this formula, charge and spin): 16.7 kcal/mol
* lowest unoccupied orbital energy: 0.06755 Eh
* highest occupied orbital energy: -0.158 hartree
* orbital gap: 0.2253 Ha
* molecular weight: 1207.4 u